Record 1
Density functional theory data (wB97M-V/def2-TZVPD) for 10 unconnected molecules or ions with the total composition C40H110N10O10 in a non-equilibrium geometry.

Computed properties:
Net charge: -1
E_HOMO (alpha / beta): 0.557 / -6.940 eV
Multiplicity: 2
Max |F|: 0.0600 hartree/bohr
<S²>: 0.7506
E_LUMO (alpha / beta): 0.069 / 0.068 hartree
Energy relative to the best compared isomer or geometry (same formula, charge and spin): 0.000 eV
Frontier orbital gap (alpha / beta): 1.3 / 8.8 eV

Each line ends with the Löwdin charge.
Element x y z (Å)
C 1.245 5.796 -4.224  -0.072
C 0.469 5.296 -2.999  -0.456
C 0.994 5.746 -1.606  -0.210
O 0.266 5.080 -0.610  -0.262
C 0.585 5.553 0.707  -0.187
N -0.850 5.693 -3.239  0.057
H 1.266 6.883 -4.313  0.073
H 0.900 5.296 -5.129  0.064
H 2.309 5.560 -4.221  0.057
H 0.585 4.214 -2.945  0.100
H 0.894 6.824 -1.478  0.119
H 2.051 5.519 -1.466  0.113
H 0.202 6.570 0.781  0.060
H 1.662 5.450 0.840  0.053
H 0.155 4.952 1.509  0.050
H -1.233 6.165 -2.432  0.076
H -1.455 4.885 -3.185  0.035
C -4.526 -6.322 -1.431  -0.067
C -4.223 -6.336 -2.940  -0.421
C -3.050 -5.337 -3.305  -0.168
O -3.336 -4.040 -2.767  -0.211
C -2.315 -3.048 -2.911  -0.087
N -3.825 -7.672 -3.264  0.007
H -5.521 -6.701 -1.199  0.072
H -4.517 -5.298 -1.058  0.061
H -3.798 -6.878 -0.841  0.075
H -5.108 -6.172 -3.554  0.133
H -2.844 -5.352 -4.376  0.122
H -2.207 -5.786 -2.780  0.096
H -1.444 -3.244 -2.286  0.062
H -2.749 -2.124 -2.529  0.083
H -2.012 -2.962 -3.955  0.088
H -3.037 -7.959 -2.702  0.067
H -4.542 -8.270 -2.878  0.067
C -2.052 -0.351 5.265  -0.050
C -2.258 0.751 6.326  -0.414
C -0.982 1.591 6.801  -0.134
O -1.453 2.497 7.824  -0.209
C -0.477 3.320 8.337  -0.178
N -3.197 1.709 5.892  0.034
H -1.269 -1.010 5.640  0.075
H -1.617 -0.024 4.320  0.054
H -3.000 -0.855 5.079  0.069
H -2.743 0.255 7.167  0.127
H -0.681 2.060 5.864  0.097
H -0.186 0.965 7.203  0.113
H -0.949 3.997 9.048  0.086
H 0.150 3.833 7.607  0.065
H 0.208 2.669 8.881  0.077
H -2.783 2.126 5.070  0.029
H -3.144 2.486 6.535  0.077
C 5.650 -0.274 -4.781  -0.076
C 5.425 -0.241 -3.273  -0.409
C 4.198 0.609 -2.840  -0.229
O 4.490 1.948 -3.026  -0.177
C 3.646 2.863 -2.320  -0.089
N 5.323 -1.617 -2.756  0.037
H 6.492 -0.926 -5.014  0.067
H 5.985 0.689 -5.166  0.075
H 4.814 -0.632 -5.383  0.076
H 6.279 0.254 -2.811  0.138
H 4.075 0.397 -1.778  0.120
H 3.274 0.327 -3.345  0.121
H 2.712 3.085 -2.837  0.069
H 4.127 3.840 -2.351  0.082
H 3.408 2.574 -1.296  0.069
H 4.720 -2.001 -3.470  0.037
H 6.149 -2.167 -2.948  0.064
C -5.174 1.310 1.087  -0.057
C -4.288 1.531 2.391  -0.410
C -3.237 2.689 2.294  -0.144
O -2.338 2.602 3.427  -0.242
C -1.381 3.568 3.442  -0.186
N -5.218 1.916 3.417  0.035
H -4.523 0.979 0.278  0.050
H -5.743 2.177 0.751  0.070
H -5.830 0.452 1.234  0.062
H -3.695 0.643 2.608  0.118
H -3.806 3.616 2.367  0.120
H -2.728 2.694 1.330  0.104
H -1.733 4.598 3.399  0.068
H -0.635 3.371 2.671  0.060
H -0.840 3.549 4.388  0.066
H -4.648 1.932 4.251  0.028
H -5.791 1.119 3.655  0.071
C 0.774 -5.326 1.458  -0.071
C -0.671 -5.487 0.991  -0.429
C -1.410 -4.134 1.007  -0.235
O -1.570 -3.718 2.327  -0.147
C -2.627 -2.752 2.358  -0.097
N -0.546 -6.032 -0.338  0.054
H 1.312 -4.531 0.941  0.078
H 1.299 -6.272 1.322  0.080
H 0.832 -5.055 2.512  0.076
H -1.160 -6.215 1.639  0.133
H -2.321 -4.299 0.433  0.109
H -0.912 -3.373 0.405  0.118
H -2.326 -1.826 1.867  0.068
H -2.767 -2.303 3.341  0.063
H -3.567 -3.062 1.901  0.090
H -1.169 -5.599 -1.005  0.032
H 0.388 -5.710 -0.549  0.022
C 0.003 -0.010 -1.153  -0.047
C -0.046 1.347 -0.386  -0.406
C 1.176 1.522 0.536  -0.122
O 1.501 0.315 1.335  -0.207
C 0.668 -0.043 2.411  -0.111
N -0.066 2.327 -1.429  0.055
H 0.929 -0.044 -1.727  0.073
H -0.951 -0.268 -1.612  0.067
H 0.143 -0.830 -0.449  0.050
H -0.941 1.368 0.237  0.121
H 1.085 2.448 1.104  0.105
H 2.065 1.678 -0.074  0.097
H 1.107 -0.759 3.106  0.097
H -0.285 -0.427 2.046  0.066
H 0.507 0.918 2.899  0.059
H -1.015 2.646 -1.568  0.056
H 0.290 3.183 -1.029  0.045
C 1.734 -3.200 -2.717  -0.081
C 1.842 -4.610 -3.235  -0.381
C 2.657 -4.732 -4.567  -0.216
O 2.641 -6.087 -4.973  -0.197
C 3.580 -6.364 -6.045  -0.088
N 2.435 -5.391 -2.097  0.048
H 2.667 -2.711 -2.438  0.063
H 1.159 -3.205 -1.791  0.063
H 1.298 -2.525 -3.453  0.081
H 0.861 -5.002 -3.505  0.129
H 3.680 -4.367 -4.481  0.110
H 2.283 -4.089 -5.364  0.118
H 4.584 -6.283 -5.628  0.077
H 3.478 -5.660 -6.872  0.085
H 3.617 -7.418 -6.320  0.083
H 3.300 -5.034 -1.715  0.073
H 2.610 -6.344 -2.382  0.065
C -1.428 1.924 -6.482  -0.062
C -1.244 2.424 -4.995  -0.378
C -2.580 2.594 -4.182  -0.126
O -2.317 3.262 -2.912  -0.281
C -3.475 3.524 -2.152  -0.106
N -0.364 1.414 -4.358  0.034
H -1.891 2.735 -7.044  0.063
H -1.959 0.988 -6.658  0.069
H -0.442 1.777 -6.923  0.063
H -0.630 3.323 -4.952  0.109
H -3.038 1.613 -4.056  0.125
H -3.243 3.240 -4.757  0.120
H -4.083 4.268 -2.667  0.090
H -3.149 3.871 -1.172  0.086
H -4.091 2.646 -1.955  0.081
H -0.337 1.670 -3.382  0.005
H 0.576 1.464 -4.724  0.061
C 2.416 2.438 4.233  -0.089
C 3.475 2.536 5.333  -0.491
C 3.780 1.149 5.926  -0.187
O 2.584 0.499 6.374  -0.212
C 2.764 -0.795 6.838  -0.141
N 4.628 3.190 4.761  0.019
H 2.146 3.427 3.863  0.036
H 1.443 2.014 4.479  0.043
H 2.759 1.775 3.439  0.077
H 3.056 3.133 6.143  0.108
H 4.464 1.217 6.772  0.112
H 4.260 0.480 5.212  0.121
H 3.239 -0.725 7.816  0.080
H 3.334 -1.460 6.189  0.087
H 1.779 -1.186 7.092  0.081
H 4.331 4.124 4.518  0.024
H 5.365 3.316 5.440  0.054

Record 2
Density functional theory data (wB97M-V/def2-TZVPD) for 10 unconnected molecules or ions with the total composition C40H110N10O10 in a non-equilibrium geometry.

Computed properties:
E_HOMO: -8.651 eV
Multiplicity: 1
SMILES: COC[C@H](C)N.COC[C@H](C)N.COC[C@H](C)N.COC[C@H](C)N.COC[C@H](C)N.COC[C@H](C)N.COC[C@H](C)N.COC[C@H](C)N.COC[C@H](C)N.COC[C@H](C)N
Max |F|: 0.0470 hartree/bohr
E_LUMO: 0.016 hartree
Energy relative to the best compared isomer or geometry (same formula, charge and spin): 3.280 eV
Frontier orbital gap: 9.1 eV

Each line ends with the Löwdin charge.
Element x y z (Å)
C 7.797 -2.555 0.146  -0.107
O 7.238 -1.568 -0.711  -0.196
C 7.207 -1.989 -2.066  -0.221
C 6.850 -0.873 -2.998  -0.430
C 5.323 -0.604 -2.979  -0.061
N 7.370 -1.028 -4.349  0.040
H 8.860 -2.276 0.194  0.091
H 7.838 -3.604 -0.149  0.095
H 7.437 -2.405 1.161  0.075
H 8.155 -2.503 -2.285  0.125
H 6.530 -2.853 -2.170  0.129
H 7.256 0.071 -2.621  0.140
H 5.106 0.124 -3.769  0.070
H 4.931 -0.265 -2.021  0.066
H 4.710 -1.433 -3.353  0.061
H 7.090 -1.919 -4.744  0.074
H 7.000 -0.282 -4.922  0.067
C 1.454 -0.895 -1.883  -0.058
O 0.154 -0.333 -1.605  -0.210
C 0.155 0.854 -0.865  -0.226
C 0.711 0.782 0.568  -0.427
C 0.028 -0.227 1.502  -0.033
N 0.809 2.130 1.160  0.056
H 1.072 -1.772 -2.401  0.078
H 1.885 -1.178 -0.920  0.061
H 2.108 -0.193 -2.403  0.090
H 0.707 1.641 -1.396  0.118
H -0.874 1.206 -0.744  0.110
H 1.761 0.509 0.389  0.113
H 0.130 -1.231 1.086  0.059
H -1.038 -0.043 1.632  0.062
H 0.579 -0.164 2.440  0.073
H 1.262 2.716 0.458  0.065
H 1.516 2.135 1.889  0.061
C 2.624 -7.750 -4.213  -0.137
O 2.537 -6.777 -3.213  -0.184
C 1.530 -5.800 -3.463  -0.202
C 1.902 -4.897 -4.637  -0.430
C 3.117 -4.043 -4.252  -0.059
N 0.710 -4.116 -4.971  0.044
H 3.221 -7.445 -5.080  0.082
H 1.653 -8.134 -4.540  0.093
H 3.165 -8.635 -3.866  0.086
H 0.577 -6.314 -3.619  0.121
H 1.403 -5.206 -2.557  0.107
H 2.143 -5.534 -5.487  0.126
H 2.902 -3.545 -3.297  0.059
H 3.352 -3.224 -4.933  0.070
H 4.001 -4.642 -4.023  0.075
H 0.651 -3.332 -4.316  0.052
H 0.805 -3.553 -5.819  0.033
C -2.403 -3.340 2.528  -0.090
O -3.401 -2.393 2.813  -0.244
C -4.379 -2.722 3.795  -0.203
C -3.834 -2.801 5.191  -0.455
C -4.919 -3.143 6.213  -0.066
N -3.130 -1.603 5.627  0.064
H -1.656 -2.897 1.872  0.074
H -2.845 -4.202 2.014  0.094
H -1.904 -3.687 3.439  0.085
H -5.148 -1.945 3.765  0.117
H -4.934 -3.590 3.415  0.135
H -3.147 -3.649 5.297  0.129
H -5.342 -4.131 6.018  0.078
H -5.814 -2.516 6.102  0.078
H -4.577 -3.033 7.238  0.077
H -2.417 -1.294 4.977  0.063
H -3.771 -0.823 5.734  0.065
C 2.103 -4.962 0.708  -0.116
O 3.148 -4.335 1.402  -0.184
C 3.225 -2.934 1.096  -0.190
C 4.428 -2.286 1.740  -0.437
C 4.310 -2.048 3.213  -0.065
N 4.536 -0.961 1.089  0.054
H 2.109 -6.050 0.783  0.090
H 2.046 -4.679 -0.345  0.068
H 1.161 -4.728 1.227  0.085
H 3.302 -2.917 0.006  0.114
H 2.324 -2.475 1.517  0.121
H 5.307 -2.897 1.503  0.122
H 4.190 -2.975 3.778  0.086
H 3.484 -1.372 3.462  0.082
H 5.139 -1.518 3.694  0.077
H 5.134 -1.053 0.271  0.042
H 5.127 -0.409 1.706  0.069
C -2.607 -0.623 -9.827  -0.110
O -1.952 -1.324 -8.772  -0.197
C -1.661 -0.402 -7.711  -0.205
C -0.929 -1.167 -6.623  -0.421
C -0.492 -0.328 -5.428  -0.048
N 0.255 -1.869 -7.143  0.032
H -3.092 -1.405 -10.413  0.088
H -1.964 -0.019 -10.466  0.087
H -3.428 -0.023 -9.423  0.083
H -1.130 0.491 -8.061  0.132
H -2.659 -0.101 -7.368  0.125
H -1.570 -1.958 -6.222  0.138
H -0.455 -0.840 -4.469  0.061
H -1.143 0.547 -5.352  0.080
H 0.504 0.072 -5.645  0.076
H 0.160 -2.114 -8.125  0.075
H 1.051 -1.238 -7.115  0.069
C 0.752 7.431 3.714  -0.105
O 1.534 6.263 3.642  -0.189
C 2.329 6.001 4.766  -0.223
C 2.754 4.546 4.740  -0.455
C 1.561 3.597 4.617  -0.062
N 3.566 4.202 5.890  0.031
H 0.061 7.429 2.871  0.085
H 1.394 8.314 3.684  0.088
H 0.081 7.421 4.579  0.089
H 3.174 6.697 4.792  0.127
H 1.804 6.029 5.733  0.131
H 3.353 4.332 3.837  0.135
H 1.961 2.606 4.852  0.079
H 1.213 3.572 3.588  0.053
H 0.743 3.778 5.315  0.076
H 3.793 3.232 6.022  0.066
H 4.403 4.770 5.857  0.072
C -3.266 -0.701 -2.456  -0.130
O -4.261 -0.767 -1.464  -0.188
C -3.772 -0.301 -0.195  -0.197
C -4.978 -0.079 0.698  -0.396
C -4.521 0.504 2.035  -0.074
N -5.596 -1.411 0.946  0.049
H -3.741 -0.958 -3.406  0.085
H -2.323 -1.238 -2.351  0.078
H -3.025 0.354 -2.652  0.082
H -3.145 -1.105 0.199  0.127
H -3.233 0.645 -0.343  0.119
H -5.728 0.535 0.202  0.136
H -4.601 1.587 1.870  0.079
H -3.463 0.389 2.262  0.064
H -5.279 0.262 2.777  0.083
H -4.954 -1.914 1.559  0.029
H -5.574 -1.907 0.060  0.062
C -3.755 2.684 7.153  -0.084
O -3.506 1.744 6.105  -0.218
C -3.492 2.313 4.804  -0.199
C -2.072 2.842 4.513  -0.425
C -1.862 3.413 3.139  -0.071
N -1.134 1.736 4.729  0.072
H -4.157 2.068 7.963  0.087
H -4.552 3.386 6.909  0.090
H -2.795 3.097 7.466  0.086
H -3.738 1.472 4.153  0.084
H -4.269 3.033 4.526  0.131
H -1.922 3.633 5.264  0.128
H -1.906 2.644 2.370  0.063
H -0.996 4.061 2.990  0.059
H -2.623 4.158 2.851  0.075
H -0.379 2.046 5.323  0.041
H -1.617 0.986 5.204  0.053
C -0.958 4.509 -1.617  -0.130
O -2.090 5.036 -0.997  -0.200
C -3.105 5.598 -1.833  -0.185
C -4.541 5.416 -1.331  -0.439
C -5.611 5.688 -2.379  -0.070
N -4.803 6.271 -0.173  0.021
H -1.091 3.454 -1.890  0.074
H -0.159 4.622 -0.884  0.085
H -0.645 4.979 -2.559  0.088
H -2.844 6.648 -1.995  0.130
H -2.974 5.001 -2.748  0.120
H -4.713 4.417 -0.911  0.138
H -5.587 4.812 -3.037  0.076
H -5.361 6.553 -3.003  0.077
H -6.646 5.820 -2.078  0.077
H -4.068 6.146 0.519  0.065
H -4.786 7.237 -0.492  0.070